Entry 1:
C21H27Cl33F4NO3S | the ωB97M-V functional and the def2-TZVPD basis

Results
highest occupied orbital energy (spin up / spin down)	-9.07 / -9.92	eV
multiplicity	2
HOMO-LUMO gap (spin up / spin down)	9.2262 / 9.5413	eV
<S²>	0.7541

```
90
Properties=species:S:1:pos:R:3:forces:R:3
C 1.662 -1.583 1.964 -1.1 0.8 -0.7
C 1.980 -1.182 0.422 0.8 -2.8 -0.4
C 3.004 -2.332 -0.092 -0.1 0.0 0.6
C 0.715 -1.279 -0.540 0.2 -0.5 -0.2
C -0.249 0.003 -0.494 2.5 0.7 0.1
F -0.259 0.579 -1.796 -0.6 -0.7 1.8
S -1.951 -0.648 -0.101 -1.8 -6.9 -2.8
O -2.455 -1.308 -1.367 1.3 3.0 2.7
O -1.974 -1.694 0.970 0.8 3.7 -1.0
C -3.198 0.670 0.334 -3.1 2.3 1.2
F -4.288 0.730 -0.559 2.9 -0.4 2.0
F -2.692 1.966 0.422 -0.7 -2.7 -0.1
F -3.742 0.309 1.593 1.3 1.0 -2.7
C 0.301 1.086 0.536 -1.1 0.3 -0.2
C 1.880 1.308 0.533 0.1 3.0 -0.4
C 2.269 2.053 1.922 0.0 -0.2 -0.7
C 2.266 2.383 -0.619 0.2 0.0 0.4
N 2.713 0.103 0.272 -0.4 -0.4 2.9
O 3.806 0.108 0.995 -0.7 0.0 -1.5
H 2.052 -0.797 2.691 -0.5 -1.2 -1.0
H 0.514 -1.638 2.026 1.7 0.0 0.4
H 2.103 -2.601 2.195 -0.5 1.3 -0.2
H 3.866 -2.445 0.659 -1.3 0.4 -1.2
H 2.480 -3.355 -0.088 0.7 1.8 -0.4
H 3.434 -2.055 -1.105 -0.6 -0.5 1.1
H 1.095 -1.415 -1.616 -0.7 0.6 1.5
H 0.179 -2.262 -0.295 0.6 1.5 -0.2
H -0.127 0.875 1.583 1.0 0.0 -1.7
H -0.167 2.091 0.229 0.7 -1.5 0.4
H 1.581 2.957 2.003 0.7 -1.2 0.1
H 2.153 1.369 2.827 0.2 1.0 -1.6
H 3.333 2.478 1.873 -1.5 -0.9 0.0
H 1.843 2.102 -1.634 0.6 0.3 1.2
H 1.896 3.430 -0.343 0.2 -1.5 -0.3
H 3.411 2.473 -0.654 -1.7 -0.3 -0.1
C 3.016 -6.893 -0.615 0.1 -0.1 -0.1
Cl 2.378 -5.732 0.559 -0.1 -0.2 -0.1
Cl 3.569 -6.060 -2.073 -0.1 -0.1 0.1
Cl 4.329 -7.840 0.096 -0.3 0.0 0.0
H 2.214 -7.574 -0.894 0.1 0.1 0.1
C 3.018 -9.220 3.894 0.0 0.0 -0.1
Cl 2.167 -8.002 2.933 0.0 -0.2 0.3
Cl 2.754 -10.836 3.225 0.0 0.1 0.1
Cl 4.747 -8.854 3.972 -0.1 0.0 0.0
H 2.618 -9.198 4.905 0.1 0.0 -0.2
C 3.166 6.108 -1.697 -0.1 0.0 0.0
Cl 3.200 4.704 -2.773 0.1 0.2 0.0
Cl 1.548 6.820 -1.659 0.2 -0.1 0.0
Cl 3.685 5.659 -0.066 0.1 0.1 -0.1
H 3.859 6.852 -2.083 -0.1 -0.1 0.1
C -7.095 -0.484 0.930 0.0 -0.1 -0.2
Cl -7.093 -1.068 -0.738 0.0 0.1 0.2
Cl -8.315 0.781 1.144 0.1 0.0 0.1
Cl -7.380 -1.818 2.057 0.0 0.1 -0.1
H -6.119 -0.057 1.145 -0.2 -0.1 0.0
C -1.002 4.583 -4.412 0.1 0.1 0.1
Cl -1.123 3.592 -2.951 0.0 0.0 -0.1
Cl -1.103 6.302 -4.010 0.0 -0.2 0.0
Cl 0.501 4.233 -5.277 -0.2 0.0 0.0
H -1.837 4.335 -5.063 0.2 0.1 0.1
C -10.246 2.266 -1.856 0.0 0.0 -0.1
Cl -11.925 1.711 -1.885 0.1 0.0 0.1
Cl -9.284 1.407 -3.066 -0.1 0.1 0.2
Cl -10.164 4.014 -2.120 0.0 -0.1 0.1
H -9.831 2.049 -0.874 -0.1 0.0 -0.2
C -0.075 2.324 5.045 0.1 0.2 0.0
Cl 1.691 2.307 5.019 -0.2 0.1 0.6
Cl -0.688 3.950 4.715 0.0 -0.2 0.0
Cl -0.713 1.166 3.871 -0.2 0.0 0.4
H -0.409 2.027 6.037 0.0 0.0 -0.2
C -3.666 7.256 -7.343 0.0 0.2 0.0
Cl -3.812 5.681 -6.547 0.0 0.0 -0.1
Cl -5.141 8.204 -7.114 0.1 -0.1 -0.1
Cl -2.258 8.137 -6.734 -0.2 -0.1 -0.2
H -3.530 7.088 -8.408 0.0 0.0 0.2
C 7.586 -5.259 -2.102 -0.1 -0.1 -0.1
Cl 7.591 -5.806 -3.786 0.0 0.0 0.1
Cl 6.381 -3.985 -1.865 0.2 0.0 0.0
Cl 7.286 -6.616 -1.008 0.2 0.2 -0.1
H 8.567 -4.846 -1.873 -0.5 -0.1 -0.2
C -10.707 2.679 4.120 0.0 0.0 0.1
Cl -9.115 2.701 4.892 -0.1 -0.1 -0.1
Cl -11.798 3.824 4.912 0.1 -0.1 -0.1
Cl -10.567 3.045 2.395 -0.1 0.0 0.1
H -11.124 1.680 4.225 0.1 0.2 0.0
C 10.268 -3.919 1.237 -0.2 0.0 0.2
Cl 10.279 -4.466 -0.447 0.5 0.1 0.3
Cl 9.058 -2.650 1.469 0.1 -0.1 0.0
Cl 9.964 -5.276 2.328 0.1 0.1 -0.1
H 11.247 -3.506 1.468 -0.2 -0.1 -0.1
```
Positions in Å, forces in eV/Å.

Results of the Löwdin charge analysis, in e, for atoms 1 through 5: 0.00, -0.42, -0.07, -0.05, -0.40

***

Entry 2:
C5H13N2 | the ωB97M-V functional and the def2-TZVPD basis

Results
charge	+1
highest occupied orbital energy	-14.45	eV
multiplicity	1
HOMO-LUMO gap	8.4529	eV
energy above the lowest of the compared OMol25 structures with the same formula, charge and spin	73.4	kcal/mol

```
20
Properties=species:S:1:pos:R:3:forces:R:3
C 1.106 1.287 -2.039 -0.2 -0.1 0.4
C 0.344 -0.040 -1.938 0.9 0.4 0.0
C -0.554 -0.034 -0.675 -0.8 -1.0 -0.5
C 0.068 0.091 0.650 -2.7 1.2 -0.4
N -0.112 1.271 1.263 0.4 -1.0 0.7
C 0.268 -1.112 1.451 -1.0 -1.2 1.7
N -1.160 -1.608 1.840 0.5 -0.1 -0.9
H 1.829 1.338 -2.850 -0.1 -0.2 -0.1
H 1.649 1.412 -1.096 0.1 0.3 -0.2
H 0.416 2.129 -2.152 0.1 -0.1 0.1
H -0.279 -0.203 -2.818 -0.1 -0.1 0.2
H 1.053 -0.868 -1.879 -0.1 0.0 0.0
H -1.060 -1.003 -0.619 0.0 -0.1 -0.2
H -1.340 0.708 -0.851 0.3 0.3 0.3
H 0.340 1.442 2.152 0.1 -0.4 0.3
H -1.101 1.493 1.341 0.1 1.1 -1.1
H 0.657 -0.868 2.434 1.3 -0.2 -0.3
H 0.577 -2.014 0.915 0.9 0.6 0.2
H -0.954 -2.392 2.451 0.0 -0.3 -0.2
H -1.748 -1.027 2.421 0.4 0.8 0.0
```
Positions in Å, forces in eV/Å.

Results of the Löwdin charge analysis, in e, for atoms 1 through 5: -0.09, -0.20, -0.14, -0.19, 0.23